Computed, not measured: a cluster of 7 separate species, CH14O7 in total, with ωB97M-V with the def2-TZVPD basis set.

Summary:
E_tot = -572.95313 Ha
Energy above the lowest of the compared OMol25 structures with the same formula, charge and spin = 519.40 kJ/mol
E_HOMO = -0.301 Eh
Kohn-Sham gap = 8.420 eV
LUMO level = 0.219 eV
Spin multiplicity = 1

Last column: natural (NBO) charge in e.
Geometry (Å):
1 O -0.766 0.568 -1.327  -0.6643
2 H -1.371 -0.742 -2.948  0.4477
3 H -1.776 -0.786 1.162  0.4954
4 H 2.311 2.508 -1.816  0.4903
5 H -0.121 1.059 -1.900  0.5340
6 H -0.316 -1.551 -2.671  0.4682
7 O 1.596 1.378 1.089  -1.0438
8 O 0.635 -1.912 -0.551  -0.9480
9 O 1.467 2.140 -1.569  -1.0245
10 O -1.276 -1.612 -2.442  -0.9176
11 H 0.852 -2.780 -0.887  0.4656
12 H 2.515 1.624 1.048  0.4596
13 H 1.330 1.678 -0.713  0.5303
14 H 1.274 1.055 2.169  0.4966
15 O -1.564 -1.268 1.887  -0.9932
16 H -0.236 0.527 3.672  0.5306
17 H 1.422 0.297 3.404  0.5089
18 H -0.090 -1.962 0.048  0.4827
19 O 0.593 0.838 3.346  -0.9324
20 C -1.926 0.985 -1.715  0.0569
21 H -2.036 -2.021 2.241  0.5000
22 H -2.519 -0.024 -1.528  0.0568